The following is a DFT calculation (wB97M-V/def2-TZVPD) of 2 unconnected molecules or ions with the total composition C5H15N2.

Calculated values
- Spin multiplicity: 1
- Molar mass: 103.19 g/mol
- DFT total energy: -8401.820 eV
- Total charge: +1

Last column: natural (NBO) charge in e.
CARTESIAN COORDINATES (ANGSTROEM)
C: 2.24949 0.84683 0.32481  -0.42
N: 0.89913 1.26021 0.78041  -0.54
C: 0.55344 0.99503 2.20649  -0.42
H: 2.36685 1.16810 -0.70543  0.24
H: 3.02023 1.27858 0.95385  0.23
H: 2.31342 -0.23751 0.36898  0.23
H: 0.16234 0.79485 0.16465  0.47
H: 0.80757 2.26230 0.63042  0.42
H: 0.65368 -0.07175 2.38931  0.23
H: -0.47349 1.31551 2.35485  0.24
H: 1.22943 1.53802 2.85944  0.23
C: -0.01116 -2.25525 -0.72284  -0.61
C: -1.29100 -1.45109 -0.54926  -0.25
C: -1.78961 0.58989 -1.60921  0.01
N: -1.07802 -0.02397 -0.77112  -0.47
H: -0.28677 -3.30717 -0.65398  0.24
H: 0.38322 -2.09180 -1.72618  0.22
H: 0.76349 -2.05145 0.01324  0.19
H: -1.71321 -1.58507 0.44609  0.21
H: -2.02116 -1.82145 -1.27704  0.19
H: -2.53445 0.07482 -2.21594  0.18
H: -1.64840 1.65378 -1.76651  0.18